Computed, not measured: a 2-piece molecular cluster, C18H33FN3O7 overall, with wB97M-V/def2-TZVPD.

Largest force on an atom, eV/Å: 1.79
Total charge: -1
HOMO, eV: -4.82

Geometry (Å):
H (5.442, -1.867, 0.142)
H (-2.105, 2.208, 1.011)
C (3.382, -3.227, 1.052)
O (-0.404, 0.494, 0.923)
H (-3.758, 2.019, 0.439)
H (-4.500, 4.961, -0.175)
O (0.318, -5.144, -0.949)
H (4.512, 0.106, -2.394)
C (-0.341, -0.965, -2.365)
H (3.194, 0.955, -1.533)
H (5.903, 0.277, -0.385)
C (-3.578, 3.173, 2.271)
H (-1.618, -4.327, 1.266)
C (3.416, -1.716, 0.828)
C (-3.062, 2.717, 0.909)
C (-5.475, 4.767, 0.276)
H (4.786, 1.710, -1.755)
C (-0.450, -2.307, -4.402)
H (-6.150, 5.570, -0.024)
H (2.883, -3.754, 0.248)
F (-1.813, -4.597, -1.075)
N (-2.754, 4.287, 2.758)
H (4.473, 2.088, 0.591)
H (5.181, 0.986, 1.709)
N (-0.696, -4.141, 0.886)
H (-5.396, 3.617, 3.323)
H (0.599, -0.435, -2.452)
C (4.536, -1.328, -0.126)
H (-5.870, 3.818, -0.097)
C (2.042, -1.197, 0.401)
H (3.439, 0.886, 1.288)
C (-0.735, 0.333, -0.271)
H (2.846, -3.447, 1.972)
O (-0.669, -2.160, 2.004)
H (-2.431, -1.655, -1.763)
H (-0.928, -1.478, -4.902)
O (-1.027, 1.229, -1.079)
H (-2.902, 3.553, 0.227)
H (-0.125, -3.146, -4.997)
C (-0.460, -2.708, 0.956)
H (4.238, -1.696, -1.108)
H (3.587, -1.294, 1.813)
H (-3.450, 2.334, 2.962)
H (-3.011, 5.112, 2.223)
O (-2.120, -1.532, -0.866)
C (-0.244, -2.281, -3.095)
H (-0.003, -3.199, -2.588)
H (-3.030, 4.514, 3.710)
H (-1.075, -0.363, -2.884)
C (-0.639, -4.650, -0.426)
H (4.385, -3.621, 1.190)
C (4.442, 1.052, 0.919)
H (-5.672, 2.731, 1.827)
H (1.471, -0.897, 1.273)
C (-5.072, 3.531, 2.280)
C (4.261, 0.778, -1.581)
C (4.824, 0.186, -0.281)
C (-0.772, -1.090, -0.907)
H (2.201, -0.286, -0.168)
N (-0.001, -2.145, -0.262)
O (-5.396, 4.780, 1.689)
O (1.369, -2.122, -0.453)

Computed, not measured: C18H33N5OPdS3 as an isolated structure, with wB97M-V/def2-TZVPD.

Relative energy (zero: lowest compared OMol25 entry of this formula, charge and spin), kJ/mol: 127.3
Largest force on an atom, eV/Å: 0.67
HOMO, eV: -5.21

Geometry (Å):
C (1.319, -1.148, -3.154)
S (0.877, 0.472, -2.493)
H (0.284, 0.915, 3.901)
H (0.958, -3.251, -2.931)
S (2.477, 0.027, 0.612)
H (1.900, -1.903, 1.737)
C (1.574, 5.294, 1.615)
H (-2.113, 1.172, 4.476)
N (-0.812, -0.250, 2.589)
H (-0.714, 6.501, 1.888)
H (1.705, 4.220, -0.245)
N (-2.335, -1.196, 1.192)
H (3.500, -0.742, -1.411)
C (0.524, -2.320, -2.558)
S (0.350, -2.398, -0.769)
H (-4.781, -1.244, 3.336)
C (-0.724, 5.544, -0.038)
H (1.373, 3.179, 1.159)
C (-0.227, 6.617, 0.911)
H (-0.505, -2.293, -2.921)
C (3.295, 0.240, -0.989)
N (-1.385, 2.102, -0.071)
H (-0.310, 5.715, -1.039)
Pd (0.068, 0.173, 0.085)
H (-3.581, -2.197, -0.112)
H (-5.039, -3.096, 1.762)
H (3.554, -2.073, 1.155)
H (-4.165, -2.708, 4.096)
C (2.493, 1.097, -1.969)
C (-0.378, 0.047, 3.937)
C (-4.037, -2.704, 1.941)
C (2.069, -2.674, -0.267)
C (-2.448, -0.914, 4.860)
C (-3.985, -2.002, 3.281)
H (2.183, -3.704, 0.076)
H (-1.811, 5.543, -0.104)
H (2.244, 2.050, -1.497)
C (1.166, 4.151, 0.709)
C (-1.557, 0.311, 4.858)
H (-1.239, 0.540, 5.877)
H (0.223, -0.778, 4.350)
H (1.117, 5.162, 2.604)
H (-4.398, -0.923, 0.789)
C (-3.639, -1.714, 0.865)
C (-1.916, -0.906, 2.461)
C (-0.931, 3.132, 0.196)
H (-1.992, -1.715, 5.455)
H (2.657, 5.327, 1.725)
H (-1.818, -0.640, 0.506)
H (-3.416, -0.688, 5.317)
N (-2.689, -1.384, 3.501)
H (4.266, 0.717, -0.843)
C (2.545, -1.767, 0.866)
H (2.711, -2.578, -1.144)
N (-0.277, 4.254, 0.475)
H (-0.448, 7.609, 0.519)
H (-3.334, -3.540, 1.937)
H (2.386, -1.317, -3.011)
H (1.152, -1.151, -4.232)
O (1.180, 6.543, 1.067)
H (3.121, 1.324, -2.834)

Computed, not measured: C18H33NO3P2V as an isolated structure, with wB97M-V/def2-TZVPD.

Largest force on an atom, eV/Å: 2.39
<S²>: 3.761
Multiplicity: 4
Total charge: +2
HOMO (spin up / spin down), eV: -11.98 / -11.98

Geometry (Å):
C (-3.339, -0.134, 5.239)
O (3.008, 2.873, 0.597)
H (2.189, -1.804, 6.065)
C (1.192, -1.626, 5.644)
C (3.043, 1.358, -1.254)
C (0.931, -0.579, -1.655)
C (-1.540, 0.023, -6.456)
P (1.228, -0.022, 4.756)
C (-1.202, 1.402, 4.259)
H (0.209, 1.859, 5.811)
H (-0.468, -1.885, -4.823)
H (-3.078, 0.588, -7.900)
H (3.659, 0.479, -1.473)
H (-0.657, 1.871, 3.391)
C (-1.461, -1.339, 3.499)
H (2.551, 1.688, -2.177)
H (-0.805, -3.294, -6.008)
H (0.990, -2.435, 4.933)
H (-1.139, -1.731, 4.469)
H (-1.430, 0.930, -8.436)
C (2.620, 0.785, 5.594)
H (-0.844, 0.008, -4.417)
H (-1.631, -3.036, -8.061)
H (-3.862, 0.787, 5.538)
V (0.162, 0.312, 2.526)
H (-1.315, 1.663, -5.146)
H (2.819, 1.751, 5.116)
H (1.505, -0.142, -2.480)
H (-1.318, -1.503, -8.881)
C (1.131, -0.031, -0.347)
H (2.411, 0.942, 6.661)
H (4.763, 2.105, -0.205)
N (2.042, 1.038, -0.238)
C (0.033, -1.582, -1.832)
C (2.075, 1.958, 0.798)
H (-2.182, 1.935, -7.189)
H (-0.135, -2.012, -2.815)
C (-1.397, -1.393, -6.701)
H (-4.084, -0.925, 5.080)
C (3.797, 2.464, -0.575)
H (-0.718, 0.381, 6.163)
C (-1.841, -1.963, -8.033)
H (-2.231, -2.036, 3.125)
H (-2.917, -1.830, -8.205)
H (-1.842, 2.203, 4.663)
H (-0.650, -1.425, 2.733)
C (-0.225, 0.952, 5.362)
P (-2.492, 0.200, 3.609)
H (3.504, 0.146, 5.488)
H (0.447, -1.658, 6.448)
C (-0.868, -2.233, -5.770)
O (1.334, 1.967, 1.800)
O (0.541, -0.463, 0.683)
C (-1.196, 0.587, -5.265)
C (-2.087, 0.910, -7.556)
H (-0.505, -1.975, -0.968)
H (3.928, 3.333, -1.223)
H (-2.653, -0.443, 6.038)

Computed, not measured: C18H34Cl2MoN2PS2Sb as an isolated structure, with wB97M-V/def2-TZVPD.

Largest force on an atom, eV/Å: 0.45
<S²>: 2.034
Multiplicity: 3
Total charge: +4
HOMO (spin up / spin down), eV: -19.48 / -19.46

Geometry (Å):
C (0.573, -1.259, -3.725)
H (-4.327, 0.063, -1.496)
Cl (-3.443, -2.096, -1.870)
H (3.468, -1.524, 1.439)
H (-3.176, -0.470, 3.018)
C (3.515, -1.114, -1.506)
H (-2.411, 2.217, -1.629)
H (3.846, -2.028, -1.007)
H (-2.489, 3.102, -3.152)
H (2.200, 0.641, 3.226)
C (0.891, 2.103, -0.742)
H (1.036, -2.398, -5.542)
N (1.220, -0.927, -2.526)
H (-0.778, 3.436, 2.522)
H (-1.036, 3.338, 4.278)
Cl (-2.499, 0.016, 0.051)
C (-3.949, -0.763, -0.907)
C (-0.455, 2.948, 3.439)
H (1.723, -1.052, 3.277)
H (-0.641, 0.587, 5.946)
P (0.734, 0.097, 1.418)
N (-1.151, 0.257, -2.975)
H (-4.613, -1.062, -0.103)
C (-0.325, -2.502, -0.117)
H (-3.852, 2.127, -2.661)
H (0.771, -2.182, 1.619)
H (1.739, -1.858, 0.206)
H (1.604, 2.286, 1.302)
C (3.490, -0.655, 2.093)
C (-2.949, 0.558, 3.286)
C (-1.414, -0.524, -5.127)
H (0.672, 3.166, -0.625)
C (2.106, -0.267, 2.618)
H (4.395, -0.678, -1.981)
H (4.111, -0.925, 2.947)
Mo (-0.284, -0.244, -1.103)
H (-1.242, -2.621, 0.451)
C (-0.695, -0.590, -3.984)
H (0.080, -3.490, -0.352)
H (2.533, 1.188, 0.341)
C (1.304, -2.025, -4.565)
H (3.155, -0.401, -0.770)
H (0.871, -0.049, 5.265)
H (-3.289, 0.748, 4.307)
H (0.603, 3.125, 3.628)
C (2.470, -1.388, -2.534)
Sb (-0.866, 0.881, 3.376)
C (1.511, 1.518, 0.526)
C (-2.157, 1.023, -3.399)
H (-0.623, -1.046, 5.230)
H (-1.265, -1.060, -6.052)
C (-0.209, -0.041, 5.161)
S (2.858, -2.291, -3.916)
H (-3.409, 1.268, 2.604)
C (-2.763, 2.168, -2.657)
H (3.993, 0.168, 1.589)
H (-0.156, 1.778, -0.996)
C (0.753, -1.707, 0.633)
H (-0.653, -2.226, -1.175)
H (1.526, 1.994, -1.619)
S (-2.632, 0.664, -4.986)